Record 1
167
Properties=species:S:1:pos:R:3:forces:R:3 method="wB97M-V/def2-TZVPD" total_charge=+1 orbital_gap_ev=6.90 multiplicity=1 e_lumo_ev=-3.754 homo_ev=-10.7
C -4.5885 -4.4780 7.1849 -0.66 -0.81 -0.31
C -5.0280 -5.4832 6.0906 1.04 1.18 -0.50
C -4.1252 -5.1838 4.8315 -0.82 -1.49 0.22
C -2.9393 -6.2176 4.7058 -1.45 1.10 -0.15
C -3.2263 -7.1112 3.4828 1.22 -0.14 0.22
C -2.0326 -8.0040 2.9937 -0.59 0.71 0.21
C -0.6299 -7.5766 3.4755 0.28 -1.31 -1.09
C 0.4247 -8.1264 2.4715 -0.46 0.55 0.22
C 0.4021 -7.3760 1.1142 0.57 -1.18 -0.16
C 1.8028 -7.3854 0.4231 -0.84 1.15 0.58
C 2.4827 -6.0048 0.6061 0.95 -0.93 -0.54
C 3.7244 -5.9286 -0.3202 -0.54 -0.38 -0.20
C 3.3211 -5.7085 -1.8036 0.57 0.31 0.26
C 4.0018 -4.4692 -2.4433 -0.66 -0.98 -0.48
C 3.1996 -4.0684 -3.7181 0.91 1.10 0.81
C 3.2140 -2.5058 -3.9226 -0.26 -0.52 -0.20
C 1.8399 -1.9526 -3.5999 1.07 0.24 0.36
C 0.8954 -1.9348 -4.5769 0.17 -0.20 -0.21
N -0.3369 -1.4423 -4.3463 -0.12 -0.39 -0.88
C -0.7213 -0.9228 -3.1879 -0.56 0.59 1.00
C -2.0834 -0.3217 -2.9072 -0.23 -0.74 -1.13
C -3.1146 -0.3610 -4.0879 -1.05 1.00 0.96
N -4.2508 0.4806 -3.6657 0.32 -0.25 -0.22
N -3.6322 -1.7185 -4.1911 0.48 0.22 -0.19
N -2.6316 0.2135 -5.3731 0.78 -1.07 0.55
C 0.1990 -0.9325 -2.1646 0.55 -0.04 0.92
C 1.4636 -1.4475 -2.3384 0.63 0.65 -0.72
C 2.4213 -1.4661 -1.1844 0.70 -1.25 1.64
O 2.4420 -2.4579 -0.4899 -0.37 0.87 -0.79
O 3.1762 -0.3583 -0.9573 -0.87 0.00 -1.22
N 3.7982 -0.4394 0.3021 0.07 -0.92 1.20
C 2.9963 0.2328 1.3219 0.53 0.62 0.30
C 3.2554 1.7444 1.4417 -1.20 0.17 0.14
C 2.9616 2.5319 0.1471 0.01 -1.01 -0.29
C 1.5167 2.3015 -0.3915 0.09 0.91 0.24
H -4.6875 -3.4633 6.7861 -0.05 -0.09 0.29
H -3.5333 -4.6632 7.4190 -0.21 0.12 0.15
H -5.2193 -4.6165 8.0691 0.33 0.30 0.07
H -4.8681 -6.5104 6.4386 -0.06 0.13 -0.14
H -6.0859 -5.3829 5.8194 0.16 0.14 0.25
H -3.7733 -4.1466 4.8187 -0.08 -0.17 0.18
H -4.7861 -5.3149 3.9612 0.32 0.19 -0.01
H -2.9552 -6.7732 5.6502 0.57 -0.08 -0.27
H -2.0355 -5.6122 4.6081 0.15 -0.54 0.01
H -4.0696 -7.7693 3.7254 -0.07 0.34 -0.23
H -3.4905 -6.4338 2.6607 -0.18 -0.23 0.15
H -2.2352 -9.0379 3.2980 0.30 0.11 -0.07
H -2.0598 -7.9816 1.8959 0.05 -0.15 0.21
H -0.4415 -8.0739 4.4342 -0.01 0.63 0.11
H -0.4789 -6.4943 3.5077 -0.22 -0.14 0.32
H 0.1937 -9.1788 2.2591 0.29 0.07 0.24
H 1.4140 -8.0656 2.9476 -0.12 -0.03 -0.25
H 0.0155 -6.3554 1.2276 0.09 -0.15 -0.06
H -0.2633 -7.9475 0.4532 -0.18 0.44 0.15
H 1.6872 -7.6153 -0.6429 0.16 -0.03 0.17
H 2.4234 -8.1449 0.9126 -0.02 0.00 -0.37
H 1.7947 -5.1868 0.3629 0.09 -0.08 0.28
H 2.8360 -5.9641 1.6447 -0.34 0.40 -0.09
H 4.4170 -5.1437 0.0032 -0.06 -0.18 -0.03
H 4.2098 -6.9115 -0.2448 0.27 0.38 0.14
H 3.6057 -6.5664 -2.4283 -0.22 0.03 0.21
H 2.2261 -5.6243 -1.8627 0.20 0.12 -0.03
H 5.0095 -4.7769 -2.7494 -0.06 0.26 0.14
H 4.1083 -3.6519 -1.7265 -0.22 -0.10 -0.11
H 3.6602 -4.5439 -4.5878 -0.41 -0.05 0.05
H 2.1556 -4.3667 -3.5838 0.20 -0.24 -0.29
H 3.9919 -2.0293 -3.3155 -0.22 -0.11 0.00
H 3.4620 -2.2784 -4.9665 -0.17 0.10 0.18
H 1.1440 -2.3173 -5.5624 -0.42 0.15 0.03
H -0.9918 -1.4817 -5.1227 -0.14 0.27 0.20
H -2.5290 -0.9149 -2.0961 0.06 0.17 -0.13
H -1.9546 0.6981 -2.5290 0.15 -0.10 -0.31
H -5.0322 -0.0932 -3.3816 0.11 0.08 0.25
H -3.9820 1.1400 -2.9485 -0.26 0.06 -0.03
H -2.9533 -2.4235 -3.9383 -0.15 -0.13 -0.22
H -4.0731 -1.9098 -5.0826 0.03 -0.08 0.07
H -1.6976 0.5993 -5.2515 -0.25 0.39 -0.18
H -2.5762 -0.5385 -6.0573 -0.07 0.29 -0.17
H -0.0567 -0.5473 -1.1803 -0.19 0.10 -0.28
H 4.7469 -0.0908 0.2471 -0.20 0.29 -0.61
H 3.2590 -0.2252 2.2850 -0.09 -0.11 -0.26
H 1.9410 0.0092 1.1392 0.22 -0.07 -0.01
H 4.2752 1.9001 1.8168 -0.15 0.10 -0.20
H 2.5595 2.1230 2.2228 0.52 -0.14 -0.18
H 3.6384 2.1582 -0.6352 0.11 0.39 0.21
H 3.1499 3.5969 0.3059 0.04 -0.19 -0.14
H 1.5110 2.0420 -1.4581 0.07 0.05 0.19
H 0.9554 3.2473 -0.2781 -0.06 -0.61 -0.09
H 0.9783 1.5075 0.1405 0.05 0.21 -0.01
C -1.2887 5.0857 -4.2968 -0.02 -0.01 0.23
C -0.0626 4.4694 -4.9546 -0.04 -0.07 -0.22
C 0.1007 3.1807 -4.1663 0.14 0.00 0.22
O -1.2167 2.7750 -3.7565 0.18 -0.06 -0.71
C -2.1334 3.8598 -3.9932 -0.68 -0.30 -1.45
H -1.8059 5.8103 -4.9231 -0.02 -0.05 -0.01
H -0.9995 5.5821 -3.3672 0.02 0.04 0.06
H -0.2767 4.2436 -6.0021 0.03 0.02 0.02
H 0.8216 5.1033 -4.9174 0.01 -0.02 0.05
H 0.7024 3.3391 -3.2647 0.04 0.03 -0.03
H 0.5605 2.3829 -4.7553 -0.05 -0.05 0.03
H -2.7629 3.5883 -4.8457 0.06 0.01 -0.10
H -2.7723 3.9945 -3.1186 -0.20 -0.58 -1.60
C -0.2442 2.7377 5.3155 -0.05 -0.20 -0.07
C 0.7899 2.9376 6.4134 -0.01 0.18 0.10
C 2.0887 2.9244 5.6230 0.13 -0.15 -0.08
O 1.7866 3.4518 4.3242 -0.17 -0.11 0.12
C 0.3664 3.5260 4.1671 0.05 0.23 0.01
H -1.2427 3.0814 5.5831 0.02 0.02 -0.01
H -0.3071 1.6784 5.0521 -0.02 0.02 0.00
H 0.6479 3.9129 6.8846 0.02 -0.02 0.01
H 0.7585 2.1766 7.1917 0.02 -0.01 -0.03
H 2.4662 1.9038 5.4956 0.02 -0.01 0.09
H 2.8696 3.5275 6.0867 0.02 0.03 -0.09
H 0.0752 4.5811 4.2113 -0.09 -0.02 -0.04
H 0.0880 3.1296 3.1883 0.10 0.01 -0.03
C -8.2631 -4.7916 2.1000 0.20 -0.12 0.00
C -9.5803 -5.5029 2.3679 -0.18 0.09 -0.09
C -9.6377 -5.4857 3.8866 0.09 -0.10 0.22
O -8.9523 -4.3014 4.3145 0.04 -0.13 -0.28
C -8.2462 -3.7435 3.2020 -0.14 0.16 0.08
H -8.1908 -4.3600 1.1020 -0.01 0.02 0.02
H -7.4304 -5.4879 2.2321 0.00 0.02 -0.01
H -10.4082 -4.9213 1.9548 0.00 -0.03 0.01
H -9.6307 -6.5082 1.9518 0.01 0.00 0.03
H -9.1185 -6.3506 4.3133 -0.06 -0.05 -0.03
H -10.6588 -5.4711 4.2687 0.04 0.06 0.06
H -8.7742 -2.8353 2.8907 0.10 0.04 -0.06
H -7.2343 -3.4763 3.5119 -0.04 0.02 0.08
C -3.2723 4.2842 0.6087 -0.11 0.18 -0.02
C -3.1604 3.2763 -0.5256 0.06 -0.14 0.03
C -1.9855 3.8287 -1.3178 0.33 0.39 1.12
O -1.1260 4.4849 -0.3802 -0.26 -0.05 0.29
C -1.8129 4.6176 0.8721 0.21 -0.05 0.09
H -3.7859 3.9007 1.4891 0.03 0.00 0.00
H -3.8041 5.1742 0.2644 -0.01 -0.01 0.02
H -2.9109 2.2899 -0.1233 -0.02 -0.02 -0.01
H -4.0684 3.1812 -1.1212 -0.05 0.02 -0.01
H -2.3164 4.5721 -2.0521 0.45 0.22 1.65
H -1.4259 3.0488 -1.8406 -0.07 0.37 0.34
H -1.3665 3.9109 1.5794 -0.04 0.03 0.07
H -1.6740 5.6282 1.2572 0.07 0.00 -0.04
C 3.0594 8.1668 -1.8205 -0.02 -0.03 -0.19
C 1.7209 7.6423 -1.3166 -0.03 0.06 0.15
C 1.9690 6.1426 -1.2698 0.11 -0.13 0.01
O 3.3635 5.9660 -0.9932 -0.19 0.12 -0.10
C 4.0380 7.2251 -1.1400 0.11 -0.01 0.20
H 3.2413 9.2127 -1.5803 0.03 -0.03 0.01
H 3.1202 8.0506 -2.9058 0.03 0.03 0.01
H 1.5293 8.0212 -0.3096 -0.03 -0.02 -0.02
H 0.8755 7.9133 -1.9484 0.00 -0.02 -0.01
H 1.7521 5.6724 -2.2372 -0.11 0.00 -0.04
H 1.3775 5.6421 -0.5019 0.03 -0.06 -0.03
H 4.3045 7.5839 -0.1406 0.05 0.07 -0.05
H 4.9530 7.0853 -1.7125 -0.01 -0.06 0.04
C 9.0554 9.3313 -2.4591 0.08 -0.11 0.17
C 8.6502 8.4173 -3.6069 -0.01 0.09 -0.18
C 7.2918 7.9170 -3.1409 -0.05 -0.10 0.16
O 6.7171 8.9628 -2.3495 0.17 -0.04 -0.07
C 7.7214 9.9446 -2.0644 -0.11 0.17 -0.10
H 9.8008 10.0768 -2.7322 -0.03 0.01 -0.01
H 9.4540 8.7369 -1.6333 0.01 0.03 0.00
H 8.5405 8.9995 -4.5251 0.00 -0.03 0.00
H 9.3571 7.6110 -3.7983 -0.02 -0.01 0.02
H 7.3919 7.0277 -2.5083 0.04 -0.05 -0.07
H 6.6230 7.6795 -3.9701 -0.06 0.04 0.04
H 7.5028 10.8361 -2.6614 0.06 0.04 0.04
H 7.6771 10.2147 -1.0088 -0.09 -0.04 0.00

---

Record 2
178
Properties=species:S:1:pos:R:3:forces:R:3 method="wB97M-V/def2-TZVPD" total_charge=+1 orbital_gap_ev=7.73 multiplicity=1 e_lumo_ev=-2.657 homo_ev=-10.4 e_above_lowest_ev=0.000
C -1.7923 1.2634 -3.8970 -0.31 -0.75 0.05
C -1.5431 -0.2594 -4.4437 0.38 1.50 -0.44
C 0.0000 -0.6277 -4.1824 -1.55 -0.74 -0.31
C 0.2472 -1.6388 -2.9196 3.96 -0.14 0.21
P -0.3883 -1.1347 -1.2005 -2.69 -0.14 -0.07
S -2.2740 -0.6999 -1.0809 0.16 0.13 0.10
C 1.8796 -1.3937 -2.7069 -1.30 0.69 -0.64
C 2.6469 -2.7520 -2.1866 0.20 4.25 -1.19
C 3.8965 -2.7949 -3.2117 1.65 -0.89 0.01
C 5.2420 -3.4495 -2.5923 -0.67 -0.38 0.04
C 5.0584 -4.9397 -2.0175 1.28 -0.18 0.50
I 6.6521 -3.6391 -4.2944 -0.55 0.29 0.78
C 2.9186 -2.5200 -0.6192 0.15 -1.65 0.06
P 4.0111 -1.0417 -0.1954 3.19 2.01 4.56
O 5.0937 -1.4081 0.8760 -3.64 0.42 -4.18
O 4.7033 -0.2396 -1.5280 -2.47 -1.24 1.66
O 2.9814 0.1332 0.5779 1.43 -1.20 -3.28
N 1.5067 -3.7564 -2.3931 -1.67 2.27 2.51
O 1.8131 -5.0881 -2.4172 0.88 -2.83 -3.53
C 2.0689 -5.5696 -3.7297 1.92 -0.55 -3.07
N 2.4455 -5.9408 -4.8252 -2.30 1.98 6.17
C 0.3785 -3.2389 -3.2737 -1.67 1.85 -3.78
C -0.9478 -4.1184 -3.4534 -0.51 -1.47 0.43
C -2.0500 -3.9524 -2.2817 0.22 -0.33 0.09
C -1.5945 -3.9406 -4.9455 1.08 -0.69 -0.26
C -0.7343 -4.7820 -6.0637 -0.96 1.13 -0.44
H -2.9290 1.3667 -3.6920 2.07 0.16 -0.32
H -1.2182 1.4230 -2.9120 -1.01 -0.22 -1.44
H -1.4165 2.0501 -4.6582 -0.78 -1.39 1.17
H -2.2523 -1.0201 -3.9697 1.03 1.19 -0.65
H -1.7303 -0.1871 -5.5873 0.29 -0.44 1.87
H 0.4001 -1.1856 -5.1110 -0.30 0.81 1.49
H 0.5724 0.3680 -4.0578 -0.71 -1.75 0.07
H 0.3418 -0.0440 -0.6089 0.48 -0.93 -0.64
H -0.1831 -2.3045 -0.3522 0.72 0.60 -0.57
H 2.1908 -1.0176 -3.7484 0.13 -1.04 1.69
H 1.9179 -0.4686 -2.0307 0.62 -1.49 -0.70
H 4.2016 -1.7291 -3.5556 -0.85 -1.81 0.87
H 3.6808 -3.3695 -4.1891 -0.15 0.79 1.63
H 5.7725 -2.7311 -1.8593 -1.01 -1.29 -1.12
H 4.1445 -5.0920 -1.3448 1.18 0.35 -1.05
H 5.9842 -5.1466 -1.3466 -1.60 0.29 -1.11
H 5.0991 -5.7549 -2.8380 -0.36 1.54 1.24
H 1.9504 -2.3961 0.0134 1.49 0.01 -1.30
H 3.4414 -3.4526 -0.1617 -0.59 1.77 -0.71
H 3.9933 0.2882 -1.9733 0.75 -0.13 0.26
H 2.9552 0.9506 -0.0106 -0.06 -0.85 0.82
H 1.0407 -3.6798 -1.4517 0.35 -0.42 -0.62
H 0.7995 -3.1636 -4.3573 -0.28 -0.41 1.83
H -0.6367 -5.2405 -3.4174 -0.26 1.83 -0.11
H -2.7862 -3.1241 -2.5622 1.23 -1.01 0.75
H -1.5241 -3.7641 -1.2613 -1.11 -0.06 -1.64
H -2.6733 -4.9168 -2.1094 1.22 1.52 -0.61
H -1.5841 -2.8564 -5.3114 -0.27 -1.40 0.83
H -2.6744 -4.3449 -4.9253 1.79 0.74 0.04
H -1.4295 -4.8474 -6.9917 1.24 -0.17 1.65
H -0.4455 -5.8284 -5.7036 -0.34 1.56 -0.58
H 0.1766 -4.1591 -6.4309 -1.27 -1.26 0.87
C -7.2360 1.2873 -0.0105 0.25 0.25 -0.26
C -6.4540 0.0545 -0.3779 0.52 0.02 -0.43
O -5.5473 0.0990 -1.1917 -0.41 -0.03 0.42
C -6.8346 -1.2354 0.2985 0.29 -0.24 -0.23
H -6.8528 2.1411 -0.5746 -0.08 -0.12 0.05
H -8.2898 1.1474 -0.2610 0.00 0.00 0.21
H -7.1245 1.4940 1.0562 -0.21 -0.08 0.00
H -7.8707 -1.4876 0.0617 -0.03 0.07 0.22
H -6.7053 -1.1409 1.3787 -0.21 -0.01 -0.02
H -6.1874 -2.0383 -0.0626 -0.06 0.14 0.06
C -0.7571 -1.8267 3.3102 0.17 -0.32 -0.22
C -2.2332 -2.0702 3.1369 -0.59 -0.48 -0.43
O -2.6471 -3.0261 2.5010 0.40 0.38 0.23
C -3.1757 -1.0897 3.7780 -0.45 -0.50 -0.26
H -0.1976 -2.6124 2.7950 -0.10 0.03 0.05
H -0.4861 -0.8615 2.8761 0.00 0.09 0.27
H -0.4983 -1.8507 4.3707 0.02 0.29 -0.05
H -3.0118 -0.0925 3.3650 0.13 0.03 0.30
H -3.0244 -1.0815 4.8565 0.06 0.24 -0.23
H -4.2062 -1.3899 3.5707 0.17 -0.05 -0.10
C -0.1366 1.7007 6.5879 -0.19 -0.46 -0.49
C -1.6096 1.4575 6.4149 0.25 -0.47 -0.38
O -2.0269 0.5011 5.7784 0.21 0.68 0.59
C -2.5533 2.4391 7.0572 -0.44 -0.24 -0.12
H 0.4226 0.9160 6.0731 -0.14 0.08 0.07
H 0.1341 2.6658 6.1541 -0.02 0.09 0.28
H 0.1205 1.6759 7.6444 -0.02 0.16 -0.30
H -2.3893 3.4367 6.6442 0.11 0.02 0.21
H -2.4011 2.4472 8.1385 0.14 0.20 -0.07
H -3.5839 2.1395 6.8506 0.14 0.03 0.01
C 0.1403 -2.0685 9.7122 -0.26 0.31 -0.02
C 1.1725 -1.5138 8.7669 -0.14 0.75 -0.35
O 1.0176 -0.4349 8.2232 0.17 -0.79 0.41
C 2.4039 -2.3445 8.5198 0.19 0.25 -0.27
H -0.6908 -1.3642 9.7944 0.14 -0.09 -0.03
H -0.2417 -3.0177 9.3301 0.12 -0.07 0.17
H 0.5799 -2.2082 10.7023 -0.02 -0.21 -0.06
H 2.1224 -3.3060 8.0847 0.06 -0.07 0.21
H 2.9440 -2.4966 9.4568 -0.08 -0.21 -0.03
H 3.0588 -1.8214 7.8190 -0.12 -0.05 0.10
C 3.9055 4.2818 -0.9136 -0.13 -0.43 0.26
C 3.2152 3.4512 -1.9598 0.02 -0.01 0.12
O 2.8122 2.3222 -1.7110 0.16 -0.26 0.01
C 3.0384 4.0597 -3.3233 -0.23 -0.50 -0.09
H 3.9626 3.7158 0.0194 0.03 0.09 -0.13
H 4.9199 4.5217 -1.2396 -0.09 0.15 -0.01
H 3.3387 5.1977 -0.7333 0.15 0.07 -0.14
H 4.0142 4.2899 -3.7562 -0.06 0.20 0.09
H 2.4333 4.9657 -3.2499 0.19 0.06 -0.02
H 2.5253 3.3479 -3.9744 0.04 0.12 0.09
C -6.1596 -5.0064 -7.1103 0.23 0.37 0.07
C -4.9215 -5.8591 -7.0373 0.58 0.25 0.09
O -3.8240 -5.3666 -6.8341 -0.57 -0.24 -0.07
C -5.0897 -7.3430 -7.2245 0.44 -0.07 0.05
H -5.8877 -3.9592 -6.9575 -0.02 -0.16 -0.02
H -6.6230 -5.1076 -8.0941 -0.14 -0.12 0.13
H -6.8620 -5.3033 -6.3285 -0.10 -0.09 -0.19
H -5.5056 -7.5480 -8.2133 -0.18 -0.04 0.14
H -5.7447 -7.7437 -6.4478 -0.14 -0.01 -0.18
H -4.1152 -7.8307 -7.1467 -0.14 0.09 -0.01
C -3.7384 5.8160 -1.5383 0.20 0.26 -0.27
C -2.9554 4.5832 -1.9034 0.54 0.02 -0.50
O -2.0472 4.6270 -2.7161 -0.41 -0.04 0.44
C -3.3366 3.2939 -1.2265 0.29 -0.17 -0.20
H -3.3545 6.6692 -2.1025 -0.04 -0.14 0.07
H -4.7919 5.6752 -1.7903 -0.01 -0.02 0.21
H -3.6286 6.0236 -0.4716 -0.21 -0.08 0.00
H -4.3723 3.0408 -1.4647 -0.03 0.02 0.21
H -3.2084 3.3895 -0.1459 -0.23 0.00 0.00
H -2.6894 2.4914 -1.5858 -0.14 0.10 0.10
C -0.2015 0.7195 -8.6413 0.11 0.02 0.37
C -1.4600 1.5467 -8.6394 -0.35 0.44 0.64
O -1.8426 2.1139 -7.6314 0.25 -0.40 -0.47
C -2.2265 1.6454 -9.9312 -0.28 0.23 0.15
H 0.2456 0.7383 -7.6442 -0.08 0.04 -0.12
H -0.4373 -0.3154 -8.9000 0.10 0.06 -0.20
H 0.5148 1.1340 -9.3539 -0.06 -0.19 -0.10
H -2.5522 0.6518 -10.2471 0.16 0.04 -0.16
H -1.6002 2.1011 -10.7012 -0.01 -0.21 -0.07
H -3.1088 2.2719 -9.7816 0.15 -0.09 0.01
C -5.8256 1.3517 -4.1833 0.00 0.25 0.37
C -6.7740 2.4095 -4.6807 -0.24 0.55 0.47
O -7.2088 3.2700 -3.9353 0.25 -0.47 -0.37
C -7.1645 2.3636 -6.1342 -0.28 0.36 -0.01
H -5.6340 1.5088 -3.1196 -0.04 -0.11 -0.17
H -6.2693 0.3624 -4.3161 0.16 -0.02 -0.11
H -4.8786 1.4184 -4.7237 -0.10 -0.17 -0.15
H -7.6678 1.4194 -6.3542 0.19 -0.03 -0.10
H -6.2770 2.4748 -6.7610 -0.03 -0.21 -0.02
H -7.8514 3.1851 -6.3508 0.10 -0.12 0.05
C 6.4679 1.1865 1.6490 0.03 0.19 -0.40
C 7.3038 2.4300 1.5056 0.07 0.25 -0.69
O 7.5060 2.9348 0.4140 -0.17 -0.20 0.55
C 7.8806 3.0272 2.7619 0.23 0.35 -0.20
H 6.1194 0.8629 0.6668 0.15 0.09 0.19
H 7.0697 0.3860 2.0841 -0.20 0.00 0.14
H 5.5998 1.3940 2.2788 0.10 -0.17 0.15
H 8.5431 2.3062 3.2458 -0.18 0.00 0.14
H 7.0747 3.3155 3.4403 0.08 -0.18 0.11
H 8.4593 3.9181 2.5069 -0.09 -0.14 0.02
C 2.7542 4.5416 9.4393 -0.26 -0.40 -0.29
C 1.2798 4.2965 9.2646 -0.05 -0.51 -0.38
O 0.8663 3.3405 8.6287 0.28 0.85 0.68
C 0.3331 5.2768 9.9054 -0.40 -0.21 -0.14
H 3.3147 3.7583 8.9257 -0.10 0.15 0.12
H 3.0243 5.5069 9.0054 0.06 0.04 0.25
H 3.0119 4.5178 10.4994 0.05 0.23 -0.11
H 0.4958 6.2747 9.4924 0.09 0.02 0.21
H 0.4833 5.2857 10.9871 0.09 0.20 -0.06
H -0.6964 4.9753 9.6973 0.14 0.03 0.03
C 7.3415 2.9044 9.6019 -0.21 0.09 -0.35
C 6.4434 3.6056 10.5860 -0.64 0.40 -0.21
O 5.4423 4.1962 10.2199 0.79 -0.34 0.25
C 6.8302 3.5489 12.0399 -0.32 0.22 0.13
H 6.9402 3.0286 8.5934 0.04 0.00 0.16
H 8.3425 3.3400 9.6364 0.03 -0.20 0.10
H 7.3845 1.8378 9.8327 0.20 0.06 0.07
H 7.8085 4.0131 12.1826 0.05 -0.22 0.03
H 6.8506 2.5108 12.3789 0.22 0.04 0.00
H 6.0933 4.0962 12.6322 0.10 -0.07 -0.11